Entry a
Here is a single C19H24N4O3 molecule from the OMol25 dataset. Energies are from ωB97M-V/def2-TZVPD.

Output
- SMILES: [H]/N=c1/[nH]cc(C(=O)N2C[C@H](C)[C@H](NC(=O)CCc3cccc(C)c3)C2)o1
- Gap between HOMO and LUMO: 8.8 eV
- M: 356.4 g/mol
- HOMO energy: -8.2 eV
- E_LUMO: 0.0217 Ha

```
50
C19H24N4O3 | the OMol25 dataset | ωB97M-V/def2-TZVPD
H 1.75051 -5.09039 4.13314
N 2.46827 -5.58101 3.61279
C 2.91917 -4.87380 2.67123
N 3.90249 -5.23530 1.77604
C 4.12953 -4.20494 0.88904
C 3.29913 -3.21210 1.21684
C 3.21448 -1.88478 0.58092
O 4.05810 -1.58840 -0.25754
N 2.23682 -1.02653 0.94098
C 1.04641 -1.26613 1.77230
C 0.07642 -0.18648 1.29730
C -0.68282 -0.62626 0.05064
C 1.04249 0.97887 1.02073
N 0.52209 2.07025 0.23289
C -0.06708 3.15241 0.81118
O -0.13192 3.29488 2.01862
C -0.57466 4.23060 -0.13309
C -1.10216 3.78040 -1.49413
C -2.11404 2.65522 -1.45554
C -2.98830 2.49246 -0.38371
C -3.91761 1.46309 -0.39397
C -3.98378 0.58524 -1.46609
C -3.11843 0.72510 -2.54539
C -3.18752 -0.20926 -3.72271
C -2.19171 1.76336 -2.51997
C 2.23415 0.30429 0.34656
O 2.54166 -3.60112 2.32184
H 4.34963 -6.13234 1.81003
H 4.85851 -4.23275 0.10019
H 0.65318 -2.26702 1.61477
H 1.28713 -1.15592 2.83227
H -0.62694 0.08358 2.08608
H 0.00304 -0.92152 -0.74879
H -1.31448 -1.48741 0.27309
H -1.32710 0.16866 -0.32415
H 1.34482 1.41208 1.97383
H 0.38825 1.92167 -0.75396
H 0.24672 4.93805 -0.27019
H -1.34072 4.76822 0.42485
H -0.27068 3.48205 -2.14027
H -1.54964 4.64662 -1.98839
H -2.94214 3.15946 0.46803
H -4.58996 1.33971 0.44556
H -4.70685 -0.22176 -1.46116
H -2.19277 -0.43389 -4.10797
H -3.66991 -1.14818 -3.45356
H -3.76179 0.23689 -4.53752
H -1.50545 1.87754 -3.35432
H 2.10795 0.23935 -0.73943
H 3.17752 0.81726 0.53014
```

Results of the natural (NBO) charge analysis, in e, for atoms 1 through 5:
1. H 0.358
2. N -0.765
3. C 0.673
4. N -0.593
5. C -0.002

=====

Entry b
Here is a single C19H24N4O3 molecule from the OMol25 dataset. Energies are from ωB97M-V/def2-TZVPD.

Output
- SMILES: CCCn1c2ccccc2c2cnn(CC(=O)NCCCOC)c(=O)c21
- Gap between HOMO and LUMO: 8.4 eV
- M: 356.4 g/mol
- HOMO energy: -8.3 eV
- E_LUMO: 0.0044 Ha

```
50
C19H24N4O3 | the OMol25 dataset | ωB97M-V/def2-TZVPD
C -2.74004 3.38677 -2.16803
C -1.59048 3.46012 -3.16516
C -0.60998 2.29560 -2.98517
N 0.00303 2.31004 -1.68137
C 0.98502 3.17529 -1.26961
C 1.67494 4.14577 -1.98904
C 2.63362 4.87865 -1.32338
C 2.91316 4.66290 0.02877
C 2.24193 3.70148 0.75026
C 1.26865 2.94674 0.10061
C 0.39817 1.89167 0.50716
C 0.16259 1.19275 1.70623
N -0.72024 0.24700 1.76975
N -1.42698 -0.09368 0.68654
C -2.36645 -1.17991 0.88644
C -1.67262 -2.51900 1.19150
O -1.89228 -3.52323 0.55045
N -0.85858 -2.45935 2.26080
C -0.02711 -3.58213 2.63192
C 1.22168 -3.68941 1.75178
C 1.92455 -5.03651 1.95499
O 1.08619 -6.15423 1.81043
C 0.55457 -6.33162 0.51414
C -1.33699 0.48035 -0.57558
O -2.03734 0.09247 -1.49939
C -0.35673 1.53944 -0.61887
H -3.47997 4.15335 -2.38393
H -3.22047 2.41269 -2.21915
H -2.38028 3.53969 -1.15207
H -1.06249 4.40940 -3.04844
H -1.98278 3.41279 -4.18216
H -1.14751 1.35072 -3.08533
H 0.17805 2.34548 -3.74293
H 1.47237 4.31993 -3.03449
H 3.18392 5.63881 -1.85744
H 3.67160 5.26230 0.50935
H 2.46032 3.53138 1.79360
H 0.69370 1.40498 2.62069
H -2.94373 -1.28602 -0.03432
H -3.02784 -0.93461 1.72216
H -0.63086 -1.53693 2.61620
H -0.62204 -4.48999 2.50462
H 0.24813 -3.48287 3.68329
H 0.91699 -3.59041 0.70844
H 1.92473 -2.88567 1.97890
H 2.30538 -5.10668 2.97774
H 2.77426 -5.10569 1.25632
H 1.34752 -6.29752 -0.24263
H -0.20782 -5.58421 0.27457
H 0.09653 -7.31891 0.51085
```

Results of the natural (NBO) charge analysis, in e, for atoms 1 through 5:
1. C -0.618
2. C -0.400
3. C -0.226
4. N -0.321
5. C 0.150

=====

Tell me which of them is the most stable. Sure, it is entry a.

=====

Entry a
Here is a 2-piece molecular cluster, C5H15NO overall from the OMol25 dataset. Energies are from ωB97M-V/def2-TZVPD.

Output
- SMILES: CC(C)[C@@H](C)N.O
- Gap between HOMO and LUMO: 9.9 eV
- M: 105.2 g/mol
- HOMO energy: -9.2 eV
- E_LUMO: 0.0293 Ha

```
22
C5H15NO | the OMol25 dataset | ωB97M-V/def2-TZVPD
C 0.21602 1.82444 0.18349
C 0.29007 0.47473 0.90164
C -1.08873 -0.02797 1.27001
C 1.15234 -0.51852 0.12254
C 1.60041 -1.72120 0.97871
N 0.51676 -0.86194 -1.14393
H 1.21796 2.12800 -0.09230
H -0.33810 1.75671 -0.74545
H -0.16704 2.61379 0.83309
H 0.87388 0.69839 1.80736
H -1.13884 -1.09410 1.47693
H -1.78909 0.14270 0.45200
H -1.50091 0.50027 2.12054
H 2.06387 0.03613 -0.13310
H 1.77739 -1.38705 1.99750
H 2.50838 -2.13548 0.55920
H 0.87039 -2.52817 0.94444
H -0.40169 -1.26744 -1.02381
H 1.03397 -1.54283 -1.68412
O -2.40690 1.14070 -3.23373
H -2.58667 1.53910 -2.36276
H -2.70347 0.22973 -3.22825
```

Results of the natural (NBO) charge analysis, in e, for atoms 1 through 5:
1. C -0.600
2. C -0.218
3. C -0.620
4. C -0.035
5. C -0.627

=====

Entry b
Here is a 2-piece molecular cluster, C5H15NO overall from the OMol25 dataset. Energies are from ωB97M-V/def2-TZVPD.

Output
- SMILES: CC[C@@H](C)CN.O
- Gap between HOMO and LUMO: 9.2 eV
- M: 105.2 g/mol
- HOMO energy: -8.5 eV
- E_LUMO: 0.0269 Ha

```
22
C5H15NO | the OMol25 dataset | ωB97M-V/def2-TZVPD
C -0.08283 -0.24692 2.83727
C 0.11063 -0.53899 1.34853
C -0.33064 0.74535 0.54242
C 0.69005 1.87831 0.50990
C -0.74475 0.30686 -0.89856
N -1.64025 1.24955 -1.53499
H 0.29876 -1.13483 3.30866
H 0.49894 0.63113 3.20910
H -1.09475 0.07106 3.08650
H 1.20385 -0.52084 1.16258
H -0.36823 -1.51603 1.09453
H -1.28347 1.04341 0.99582
H 1.26936 1.95249 1.45857
H 1.46297 1.72153 -0.25570
H 0.33106 2.90208 0.24555
H 0.21623 0.48552 -1.39144
H -1.05816 -0.72880 -1.05021
H -2.63612 1.28474 -1.50451
H -1.32451 2.17665 -1.67677
O 1.28037 -4.16336 -4.05140
H 1.46830 -4.22401 -3.06485
H 1.73320 -3.37489 -4.37098
```

Results of the natural (NBO) charge analysis, in e, for atoms 1 through 5:
1. C -0.610
2. C -0.396
3. C -0.233
4. C -0.631
5. C -0.203

=====

Entry c
Here is a 2-piece molecular cluster, C5H15NO overall from the OMol25 dataset. Energies are from ωB97M-V/def2-TZVPD.

Output
- SMILES: CCN(C)CC.O
- Gap between HOMO and LUMO: 9.2 eV
- M: 105.2 g/mol
- HOMO energy: -8.4 eV
- E_LUMO: 0.0310 Ha

```
22
C5H15NO | the OMol25 dataset | ωB97M-V/def2-TZVPD
C 2.19574 0.88056 -0.60403
C 1.47692 0.78272 0.74116
N 0.05673 0.39117 0.70622
C -0.72626 1.26493 -0.12551
C -0.15654 -1.03995 0.52952
C -1.08080 -1.58847 1.56308
H 1.87986 1.83719 -1.05475
H 3.26231 1.01911 -0.42860
H 1.99581 -0.03860 -1.13032
H 1.48386 1.76187 1.27341
H 1.90516 0.22273 1.58389
H -0.80532 1.25409 -1.22677
H -0.34857 2.28592 0.02755
H -1.79927 1.37714 0.18502
H 0.73583 -1.66239 0.32833
H -0.60341 -1.20727 -0.46471
H -1.34311 -2.63634 1.45702
H -1.89641 -0.86473 1.69343
H -0.54065 -1.61466 2.53813
O -1.82246 -0.46342 -2.63620
H -2.32248 -1.10340 -3.15076
H -1.54697 -0.85820 -1.80511
```

Results of the natural (NBO) charge analysis, in e, for atoms 1 through 5:
1. C -0.643
2. C -0.214
3. N -0.464
4. C -0.445
5. C -0.204

=====

Tell me which of them is the most stable. Sure, it is entry a.

=====

Entry a
Here is a 2-piece molecular cluster, C5H15NO overall from the OMol25 dataset. Energies are from ωB97M-V/def2-TZVPD.

Output
- SMILES: CCCNCC.O
- Gap between HOMO and LUMO: 10.0 eV
- M: 105.2 g/mol
- HOMO energy: -9.1 eV
- E_LUMO: 0.0338 Ha

```
22
C5H15NO | the OMol25 dataset | ωB97M-V/def2-TZVPD
C -2.82108 -0.67855 0.60832
C -1.41945 -0.11176 0.73081
C -0.40283 -0.91711 -0.07549
N 0.91834 -0.28727 -0.37651
C 1.16700 1.07693 0.10014
C 0.74754 2.19369 -0.83573
H -3.66831 -0.00353 0.51817
H -3.14772 -1.21617 1.51913
H -2.89719 -1.45724 -0.14659
H -1.40878 0.93162 0.42351
H -1.06660 -0.07768 1.76850
H -0.82332 -1.18204 -1.04676
H -0.15849 -1.82060 0.48591
H 1.05549 -0.26150 -1.37812
H 0.59564 1.25226 1.01838
H 2.19438 1.19251 0.43512
H 0.60257 3.11942 -0.28967
H 1.51608 2.34603 -1.60450
H -0.16492 1.99867 -1.40603
O 3.03505 -2.42732 -0.09792
H 3.80282 -1.92614 -0.38669
H 2.34377 -1.74423 0.03604
```

Results of the natural (NBO) charge analysis, in e, for atoms 1 through 5:
1. C -0.621
2. C -0.431
3. C -0.205
4. N -0.656
5. C -0.226

=====

Entry b
Here is a 2-piece molecular cluster, C5H15NO overall from the OMol25 dataset. Energies are from ωB97M-V/def2-TZVPD.

Output
- SMILES: CC[C@@H](C)CN.O
- Gap between HOMO and LUMO: 9.9 eV
- M: 105.2 g/mol
- HOMO energy: -9.1 eV
- E_LUMO: 0.0271 Ha

```
22
C5H15NO | the OMol25 dataset | ωB97M-V/def2-TZVPD
C -0.92468 -0.87024 1.79117
C -0.71963 -0.19540 0.44403
C 0.40910 0.86040 0.49449
C 1.80380 0.19704 0.58036
C 0.25490 1.95221 -0.57579
N -0.00096 1.48376 -1.92267
H -1.76301 -0.45833 2.33278
H -1.09590 -1.93976 1.69914
H -0.06223 -0.80501 2.45420
H -0.38028 -0.92177 -0.27876
H -1.60657 0.28089 0.02712
H 0.32674 1.35438 1.46608
H 2.51238 0.69878 -0.08666
H 2.18078 0.23653 1.59869
H 1.83777 -0.83706 0.22131
H -0.47977 2.67013 -0.21433
H 1.17487 2.50257 -0.59998
H 0.61542 0.71416 -2.14938
H -0.93314 1.14492 -2.10154
O -1.16572 -2.67263 -2.06719
H -1.61928 -3.13037 -1.36144
H -0.36460 -2.26522 -1.75165
```

Results of the natural (NBO) charge analysis, in e, for atoms 1 through 5:
1. C -0.614
2. C -0.392
3. C -0.225
4. C -0.625
5. C -0.213

=====

Entry c
Here is a 2-piece molecular cluster, C5H15NO overall from the OMol25 dataset. Energies are from ωB97M-V/def2-TZVPD.

Output
- SMILES: CCCCCN.O
- Gap between HOMO and LUMO: 10.3 eV
- M: 105.2 g/mol
- HOMO energy: -9.6 eV
- E_LUMO: 0.0249 Ha

```
22
C5H15NO | the OMol25 dataset | ωB97M-V/def2-TZVPD
C -0.77041 2.54377 -1.06890
C -1.30564 1.28138 -0.34372
C -0.38911 0.06093 -0.66508
C -0.90553 -1.26556 -0.04575
C 0.19438 -2.33320 0.12870
N 0.73343 -2.56828 1.57911
H 0.09227 2.22623 -1.79539
H -0.31179 3.32611 -0.37255
H -1.49658 2.99411 -1.80225
H -1.40348 1.33171 0.77759
H -2.39486 1.02408 -0.57658
H 0.65844 0.28606 -0.37294
H -0.42599 -0.02364 -1.78361
H -1.82639 -1.59932 -0.68783
H -1.16985 -1.10814 1.03061
H 1.14266 -2.17396 -0.43424
H -0.11189 -3.33934 -0.14493
H 1.28999 -1.73139 1.95375
H -0.05348 -2.48642 2.34564
O 2.91740 1.47314 0.55367
H 2.25276 1.40982 1.21474
H 3.28367 0.67192 0.50995
```

Results of the natural (NBO) charge analysis, in e, for atoms 1 through 5:
1. C -0.631
2. C -0.412
3. C -0.395
4. C -0.433
5. C -0.221

=====

Entry d
Here is a 2-piece molecular cluster, C5H15NO overall from the OMol25 dataset. Energies are from ωB97M-V/def2-TZVPD.

Output
- SMILES: CCNC(C)C.O
- Gap between HOMO and LUMO: 9.3 eV
- M: 105.2 g/mol
- HOMO energy: -8.5 eV
- E_LUMO: 0.0276 Ha

```
22
C5H15NO | the OMol25 dataset | ωB97M-V/def2-TZVPD
C -0.08351 -1.31664 1.75318
C -1.00214 -0.44271 0.93013
N -0.17212 0.68930 0.26949
C -0.78606 0.95041 -1.11170
C -0.29730 -0.12464 -2.38119
C -0.59397 2.46736 -1.48849
H -0.68220 -2.21944 2.25797
H 0.70622 -0.90237 2.65179
H 0.55708 -1.92583 1.06718
H -1.48650 -0.94612 0.07434
H -1.76862 0.19333 1.56450
H 0.84421 0.62323 0.33816
H -1.98840 0.64077 -1.03293
H -1.04978 -0.02749 -3.21932
H 0.81205 0.13422 -2.70151
H -0.60722 -1.15217 -2.16184
H -0.56199 3.13701 -0.65592
H 0.35325 2.50244 -2.02754
H -1.51724 2.77277 -2.03203
O 3.31394 -1.66703 2.99257
H 2.80809 -0.94644 2.48515
H 3.20221 -2.43995 2.42802
```

Results of the natural (NBO) charge analysis, in e, for atoms 1 through 5:
1. C -0.648
2. C -0.235
3. N -0.686
4. C -0.005
5. C -0.666

=====

Tell me which of them is the most stable. Sure, it is entry b.